[1]
Entry from the Open Molecules 2025 dataset: the molecule C6H16N2 (the ωB97M-V functional and the def2-TZVPD basis).

## Properties
Frontier orbital gap   9.299 eV
E_tot   -9460.95483 eV
SMILES   CCN(C)[C@@H](C)CN
Relative energy (zero: lowest compared OMol25 entry of this formula, charge and spin)   108.02 kJ/mol
E_HOMO   -8.2 eV

Cartesian coordinates (Å):
C -0.6176 -2.2514 0.5273
C -0.5650 -0.8257 1.0678
N 0.6272 -0.0969 0.6331
C 1.0012 0.8849 1.6643
C 1.2550 -0.4335 -1.7331
C 0.5749 0.5095 -0.7342
C -0.8136 0.9050 -1.1899
N -1.4034 2.0372 -0.5154
H -1.6325 -2.6033 0.3691
H -0.2517 -2.9247 1.2998
H -0.0477 -2.4062 -0.3741
H -1.4893 -0.2566 0.9023
H -0.4855 -0.8970 2.1603
H 0.1178 1.3455 2.1208
H 1.5064 0.3480 2.4617
H 1.7259 1.5861 1.2491
H 2.1052 -0.8758 -1.2455
H 1.5236 0.0735 -2.6572
H 0.5654 -1.2282 -2.0004
H 1.1529 1.4235 -0.6350
H -1.4899 0.0596 -1.1199
H -0.8040 1.0953 -2.2608
H -1.8292 1.7637 0.3598
H -0.7262 2.7672 -0.3499


[2]
Entry from the Open Molecules 2025 dataset: the molecule C3H9N3O at a distorted geometry (the ωB97M-V functional and the def2-TZVPD basis).

## Properties
Frontier orbital gap (spin up / spin down)   6.856 / 6.838 eV
E_tot   -9768.83913 eV
Relative energy (zero: lowest compared OMol25 entry of this formula, charge and spin)   646.46 kJ/mol
E_HOMO (spin up / spin down)   -6.9 / -6.9 eV

Cartesian coordinates (Å):
C 0.3463 1.0922 0.9640
C -0.9566 -1.1812 -0.7393
N 0.6557 -0.2422 1.4097
N 0.3815 -0.6748 -0.4502
C 0.6339 0.8702 -0.6057
O -0.4180 -0.7505 2.1032
N -0.1638 1.4089 -1.5453
H -0.0965 -1.5954 2.4503
H 1.1177 -1.2405 -0.8627
H 0.3406 2.0728 -2.1234
H -0.7012 1.3584 1.1149
H 1.0134 1.8173 1.4277
H 1.7256 0.9413 -0.7299
H -0.9102 -2.1323 -1.2671
H -1.4668 -0.4303 -1.3467
H -1.5016 -1.3139 0.2006


[3]
Entry from the Open Molecules 2025 dataset: C16H38GeIrN3O7S4 as an isolated structure at a distorted geometry (the ωB97M-V functional and the def2-TZVPD basis).

## Properties
Frontier orbital gap   5.692 eV
E_tot   -138693.00830 eV
Relative energy (zero: lowest compared OMol25 entry of this formula, charge and spin)   151.85 kJ/mol
Charge   +2
E_HOMO   -13.7 eV

Cartesian coordinates (Å):
Ir -0.3272 -0.7277 -0.0924
C 1.4600 0.1479 -3.2216
C 0.8512 1.2165 -2.3306
C 1.7588 2.4429 -2.3337
C -0.5673 1.6294 -2.7995
O 0.7942 0.7102 -0.9681
Ge 1.3359 1.8846 0.6015
O -0.3966 2.5173 0.6546
C -0.6151 3.7901 1.3469
C 0.2097 3.8521 2.6307
C -0.2351 4.9222 0.4019
C -2.0882 3.8559 1.7038
O 0.8319 0.1217 1.3981
C 1.2602 -0.3987 2.6848
C 2.2230 0.6065 3.3064
C 0.0324 -0.5356 3.5860
C 1.9966 -1.7159 2.4693
H 1.4599 0.4903 -4.2586
H 0.9034 -0.7837 -3.1732
H 2.4928 -0.0428 -2.9306
H 1.8853 2.7853 -3.3614
H 2.7467 2.2096 -1.9357
H 1.3247 3.2751 -1.7716
H -0.5051 2.6114 -3.2764
H -1.1554 2.2036 -1.0082
H -0.9384 0.9218 -3.5433
H 1.2843 3.8767 2.4351
H -0.0231 3.0004 3.2746
H -0.0321 4.7607 3.1830
H 0.8218 4.8619 0.1294
H -0.4003 5.8931 0.8701
H -0.8365 4.8779 -0.5092
H -2.3620 3.0188 2.3514
H -2.7013 3.8381 0.8088
H -2.3065 4.7812 2.2386
H 1.7271 1.5504 3.5378
H 3.0713 0.7960 2.6488
H 2.6129 0.2010 4.2407
H -0.5968 0.3511 3.4931
H 0.3364 -0.6319 4.6285
H -0.5808 -1.4183 3.3698
H 2.9798 -1.5351 2.0346
H 1.4773 -2.3908 1.7846
H 2.1364 -2.2359 3.4182
N -0.9316 -2.4244 0.9515
N -2.3258 -2.5203 1.1640
C -3.0650 -1.4130 1.1765
N -4.2901 -1.4520 1.6354
S -2.2924 0.1005 0.6733
H -0.5988 -3.1858 0.3509
H -0.4719 -2.4748 1.8608
H -2.6988 -3.4242 1.4248
H -4.6876 -2.2947 2.0270
H -4.8962 -0.6453 1.5557
C -1.3102 -3.7626 -3.9824
O -0.2521 -3.7312 -2.9981
C -0.2214 -2.8274 -2.0710
S 1.0844 -2.7438 -1.0112
S -1.3746 -1.5830 -1.9783
H -1.1033 -4.6349 -4.5906
H -1.2771 -2.8597 -4.5895
H -2.2759 -3.8673 -3.4909
C -4.1177 0.5222 -2.3644
S -4.2047 1.1749 -0.7210
O -5.2465 0.5561 0.0299
O -3.8613 2.5336 -0.6131
O -1.5186 1.6704 -1.7477
H -5.1620 0.4758 -2.6814
H -3.6699 -0.4667 -2.3097
H -3.5147 1.2242 -2.9322


[4]
Entry from the Open Molecules 2025 dataset: the molecule CCl2F2 at a distorted geometry (the ωB97M-V functional and the def2-TZVPD basis).

## Properties
Frontier orbital gap   12.016 eV
E_tot   -31516.26207 eV
SMILES   FC(F)(Cl)Cl
Relative energy (zero: lowest compared OMol25 entry of this formula, charge and spin)   47.30 kJ/mol
E_HOMO   -11.5 eV

Cartesian coordinates (Å):
C -0.1250 -0.0305 -0.0909
F 0.6230 -0.9451 -0.7427
F -1.0296 0.4937 -0.9435
Cl -0.4205 -0.8384 1.4877
Cl 0.9520 1.3203 0.2894


[5]
Entry from the Open Molecules 2025 dataset: C13H8CoNO4S2 as an isolated structure (the ωB97M-V functional and the def2-TZVPD basis).

## Properties
Frontier orbital gap (spin up / spin down)   5.130 / 5.868 eV
E_tot   -82587.76656 eV
Multiplicity   5
<S²>   6.0821
E_HOMO (spin up / spin down)   -6.8 / -8.3 eV

Cartesian coordinates (Å):
Co 1.1049 -0.9949 0.0094
O -2.8006 -0.3519 0.1832
C -1.5752 -0.8688 0.1517
O -0.5620 -0.0610 0.0368
C -1.3500 -2.2481 0.2385
C -2.2051 -3.3693 0.3682
C -1.6405 -4.6164 0.4262
C -0.2312 -4.8075 0.3600
C 0.5431 -3.6892 0.2352
N -0.0078 -2.4851 0.1791
C 2.0467 -3.5519 0.1405
O 2.8069 -4.4761 0.1641
O 2.4215 -2.2713 0.0271
H -2.7096 0.6115 0.1089
H -3.2750 -3.2232 0.4186
H -2.2822 -5.4820 0.5253
H 0.2260 -5.7846 0.4047
S 2.1215 0.1886 -1.7371
C 3.5964 0.5067 -0.9618
C 4.7680 0.7272 -1.7298
C 5.9499 1.0255 -1.1219
C 6.0299 1.1272 0.2886
C 4.9261 0.9289 1.0619
C 3.6775 0.6099 0.4699
S 2.3016 0.4182 1.4433
H 4.7037 0.6409 -2.8059
H 6.8372 1.1811 -1.7215
H 6.9776 1.3601 0.7563
H 4.9836 0.9982 2.1396


[6]
Entry from the Open Molecules 2025 dataset: a 3-piece molecular cluster, C3H13NO2S overall at a distorted geometry (the ωB97M-V functional and the def2-TZVPD basis).

## Properties
Frontier orbital gap (spin up / spin down)   2.072 / 9.362 eV
E_tot   -19740.68841 eV
Relative energy (zero: lowest compared OMol25 entry of this formula, charge and spin)   89.48 kJ/mol
Charge   -1
Multiplicity   2
<S²>   0.7503
E_HOMO (spin up / spin down)   0.9 / -6.3 eV

Cartesian coordinates (Å):
C -1.6836 0.2389 -0.8736
N -0.2324 0.4863 -0.9027
C 0.5081 -0.3658 0.0287
C 1.9671 0.0127 0.0959
S 2.8368 -1.1081 1.3141
H -2.3176 0.8979 -0.2892
H -1.8950 -0.8044 -0.6301
H -1.9762 0.2982 -1.9318
H 0.1679 0.3509 -1.8112
H 0.0055 -0.2986 0.9972
H 0.4293 -1.4442 -0.1815
H 2.5145 -0.1391 -0.8298
H 2.1295 1.0050 0.5044
H 3.6074 -0.1414 1.8483
H -1.8135 -1.8593 1.1987
H -2.5417 -3.1908 1.3382
O -1.9028 -2.7316 0.7766
H -0.0056 2.1557 -0.4786
H -0.1465 3.7037 -0.2232
O 0.3487 2.9342 0.0494


[7]
Entry from the Open Molecules 2025 dataset: a 11-piece molecular cluster, C43H88F2N11O14 overall at a distorted geometry (the ωB97M-V functional and the def2-TZVPD basis).

## Properties
Frontier orbital gap   6.689 eV
E_tot   -96502.07764 eV
Charge   +1
E_HOMO   -10.5 eV

Cartesian coordinates (Å):
C 3.0424 -0.1836 2.3329
C 2.9015 0.7381 1.1678
O 2.8130 0.3558 0.0252
O 2.8755 2.0685 1.4714
C 1.8196 2.8055 0.8275
C 0.5168 2.0769 1.0136
C -0.0363 1.8953 2.2806
C -1.2189 1.1894 2.4928
C -1.7394 1.0446 3.9185
C -3.1727 1.4950 4.1438
F -0.8984 1.8356 4.7097
C -1.8719 0.6345 1.3983
C -3.1015 -0.2028 1.4551
C -2.8004 -1.7108 1.6907
C -3.9455 -2.5994 1.2434
O -2.4583 -2.0076 3.0341
N -1.3116 0.8361 0.1694
O -1.8738 0.2552 -0.9373
C -0.1639 1.5210 -0.0318
F 0.2322 1.5896 -1.2725
H 3.3335 0.3286 3.2462
H 3.7825 -0.9470 2.0911
H 2.0814 -0.6729 2.5056
H 2.0583 2.9085 -0.2278
H 1.7878 3.7672 1.3299
H 0.5054 2.3155 3.1164
H -1.6077 0.0322 4.2987
H -3.2221 1.9322 5.1367
H -3.5323 2.1793 3.3777
H -3.8136 0.6171 4.1959
H -3.6078 -0.1691 0.4951
H -3.8013 0.1880 2.1883
H -1.9355 -1.9452 1.0550
H -4.5432 -2.1031 0.4789
H -4.5877 -2.8885 2.0734
H -3.5252 -3.4914 0.7783
H -1.5736 -1.6698 3.2025
H -2.4217 0.9303 -1.3698
C -2.4209 -4.4813 -1.7415
O -2.7347 -4.7117 -0.5815
N -3.2864 -4.4100 -2.7585
C -2.8723 -4.1273 -4.1252
C -4.6980 -4.6273 -2.4842
H -1.3754 -4.3057 -2.0432
H -3.3460 -3.2179 -4.5006
H -3.1482 -4.9656 -4.7693
H -1.7922 -3.9976 -4.1607
H -5.0647 -3.8943 -1.7653
H -4.8539 -5.6194 -2.0604
H -5.2576 -4.5352 -3.4109
C -3.8531 -0.9068 7.3357
O -3.8003 0.1875 6.7935
N -4.5863 -1.9372 6.8943
C -4.6231 -3.2145 7.5826
C -5.3759 -1.7758 5.6826
H -3.2867 -1.1344 8.2536
H -4.2693 -4.0053 6.9192
H -5.6442 -3.4411 7.8935
H -3.9886 -3.1808 8.4647
H -4.7229 -1.5304 4.8426
H -6.0948 -0.9655 5.8098
H -5.9063 -2.6995 5.4712
C 6.6503 -1.7455 0.5325
O 5.9327 -1.7648 1.5207
N 6.8964 -0.6421 -0.1923
C 7.7316 -0.6461 -1.3776
C 6.2798 0.5950 0.2514
H 7.1495 -2.6472 0.1453
H 8.5748 0.0346 -1.2471
H 7.1442 -0.3214 -2.2361
H 8.1144 -1.6438 -1.5764
H 6.6156 0.8331 1.2621
H 5.2009 0.4578 0.2789
H 6.5440 1.4090 -0.4191
C -8.7249 -4.0805 5.8883
O -7.8121 -4.0657 5.0799
N -9.0037 -5.1146 6.6982
C -10.1034 -5.0825 7.6429
C -8.1704 -6.3040 6.6167
H -9.4098 -3.2267 6.0209
H -9.7351 -5.2078 8.6625
H -10.8150 -5.8812 7.4276
H -10.6192 -4.1273 7.5725
H -7.1322 -6.0567 6.8393
H -8.2076 -6.7245 5.6120
H -8.5279 -7.0400 7.3317
C 7.8180 -1.0990 -4.8005
O 8.5627 -1.9784 -4.4153
N 6.9855 -1.1974 -5.8534
C 6.1073 -0.1076 -6.2240
C 6.9730 -2.4324 -6.6198
H 7.7586 -0.1162 -4.3020
H 5.0648 -0.4331 -6.1716
H 6.3191 0.2382 -7.2370
H 6.2530 0.7202 -5.5330
H 6.7061 -3.2737 -5.9798
H 7.9598 -2.6292 -7.0382
H 6.2489 -2.3449 -7.4258
C 1.0522 6.9339 1.4364
O 1.7103 5.9365 1.6806
N 0.2673 7.0822 0.3550
C -0.4906 8.2966 0.1092
C 0.1841 5.9898 -0.5939
H 1.0565 7.8139 2.0967
H -1.5588 8.0781 0.0661
H -0.1864 8.7519 -0.8342
H -0.3120 9.0068 0.9127
H -0.1976 5.0899 -0.1037
H 1.1718 5.7618 -0.9995
H -0.4838 6.2681 -1.4050
C -0.6316 -5.5397 9.1556
O -1.3460 -5.6442 10.1311
N -0.2982 -4.3623 8.5854
C 0.5464 -4.2799 7.4132
C -0.8180 -3.1457 9.1847
H -0.1942 -6.4121 8.6413
H 1.4479 -3.7022 7.6276
H 0.0126 -3.8018 6.5881
H 0.8404 -5.2803 7.1031
H -0.4819 -3.0630 10.2183
H -1.9071 -3.1788 9.1884
H -0.4750 -2.2830 8.6185
C 4.9768 2.8772 -4.2161
O 5.8805 3.3737 -4.8581
N 3.7773 3.4552 -4.0152
C 2.7341 2.8192 -3.2418
C 3.5383 4.7657 -4.6018
H 5.0678 1.8881 -3.7330
H 1.8422 2.6638 -3.8536
H 2.4648 3.4442 -2.3861
H 3.0790 1.8539 -2.8736
H 3.6452 4.7238 -5.6860
H 4.2603 5.4885 -4.2209
H 2.5322 5.0929 -4.3511
C 4.9907 8.2769 -6.4775
O 4.2506 8.8228 -7.2721
N 5.9230 7.3615 -6.8004
C 6.7650 6.7313 -5.8008
C 6.0800 6.9957 -8.1978
H 4.9523 8.4874 -5.3936
H 7.8186 6.9399 -5.9958
H 6.6043 5.6516 -5.8074
H 6.5096 7.1172 -4.8154
H 6.3411 7.8709 -8.7926
H 5.1477 6.5896 -8.5916
H 6.8659 6.2498 -8.2845
C -2.9430 -1.0667 -6.8126
O -3.3610 -1.6012 -5.7966
N -3.3027 -1.4176 -8.0541
C -2.7768 -0.7515 -9.2309
C -4.2549 -2.5057 -8.2211
H -2.2196 -0.2357 -6.7860
H -3.5865 -0.3013 -9.8068
H -2.2482 -1.4631 -9.8666
H -2.0839 0.0315 -8.9308
H -5.1937 -2.2666 -7.7220
H -3.8620 -3.4229 -7.7826
H -4.4370 -2.6609 -9.2808